1.
DFT (ωB97M-V with the def2-TZVPD basis set) results for a 2-piece molecular cluster, C28H23BF9NO2 overall in a non-equilibrium geometry.

The geometry in XYZ format:
```
64
Properties=species:S:1:pos:R:3:forces:R:3
F 6.969 -1.651 2.590 -1.1 -0.7 -0.3
H 0.338 1.172 -2.719 0.0 -0.2 0.1
C 5.876 -2.440 2.378 1.1 -0.7 1.1
C 0.842 2.196 1.704 -1.0 -0.8 0.6
H 0.341 1.153 5.426 0.1 0.1 -0.3
C -0.733 -0.479 -3.581 -0.1 -0.1 -0.1
C 4.853 -1.799 1.486 0.2 0.4 -0.3
C -5.003 0.780 -1.531 0.2 0.2 -0.4
C 4.139 0.017 0.106 -0.4 0.4 -0.4
F -2.980 -2.869 -3.461 1.0 0.4 -0.8
H -5.151 0.778 1.891 -0.2 0.2 -0.2
C 2.955 -0.680 -0.254 0.4 -0.3 1.0
H -3.691 -1.455 -0.721 -0.2 0.0 0.2
H -6.001 0.344 -1.665 0.2 0.1 0.1
C 0.648 2.493 0.311 0.5 0.0 -1.2
H 6.014 -0.009 1.140 -0.2 -0.1 0.1
C 0.047 -2.697 -2.955 0.2 0.1 0.1
C -4.506 0.453 -0.136 0.0 0.1 -0.2
C 2.090 -0.072 -1.202 0.0 0.1 0.2
H 1.793 -2.780 -1.728 -0.2 0.2 -0.2
C -0.850 -1.867 -3.624 0.1 0.2 0.1
C 0.241 0.086 -2.785 0.5 0.3 0.3
C 5.092 -0.541 0.934 0.0 -0.4 0.1
C 1.137 -0.716 -2.025 -0.8 -0.8 -0.9
B 1.742 3.406 -0.563 -2.3 -1.1 1.6
C -5.463 1.037 0.876 -0.2 0.3 0.5
F 3.005 2.807 -0.403 0.7 0.1 -0.4
H 3.512 -3.472 1.670 -0.1 0.3 0.0
F 5.349 -2.736 3.609 0.4 0.3 -1.2
C 1.056 -2.133 -2.198 0.0 0.4 0.3
H 2.438 2.271 4.704 -0.2 0.0 -0.3
O -3.155 1.081 -0.028 -0.6 -0.5 0.5
C -0.590 2.020 -0.049 0.9 0.3 0.4
C 0.474 1.427 4.379 0.0 0.1 -0.7
F 6.334 -3.623 1.854 -0.5 1.1 0.4
C -1.990 -2.509 -4.349 -1.4 -0.7 -0.7
C 2.716 -1.929 0.398 0.0 0.0 -0.4
C 1.661 2.068 3.962 -0.1 -0.1 0.0
C -0.541 1.141 3.448 0.3 -0.2 1.1
F -2.572 -1.695 -5.275 0.6 -0.6 0.8
O -2.984 0.467 2.182 0.6 0.5 -1.3
C 1.857 2.449 2.630 -0.1 -0.1 0.1
H -5.379 -1.504 -0.138 0.3 0.1 0.0
H -4.347 0.358 -2.303 -0.1 0.1 0.1
F 1.289 3.367 -1.885 0.5 0.2 -0.8
H 4.290 1.015 -0.295 0.0 -0.1 0.0
H -1.102 2.059 -0.995 0.0 0.1 0.1
H 2.762 2.946 2.283 -0.2 0.0 0.3
N -1.217 1.444 1.056 -0.6 -0.5 0.7
F -1.615 -3.653 -4.996 -0.3 1.0 0.6
H -1.471 0.645 3.710 0.4 0.2 0.2
H -4.061 -1.292 1.034 0.0 -0.1 -0.2
H -5.088 1.865 -1.678 0.1 -0.2 0.0
H -1.397 0.153 -4.168 0.1 -0.2 0.2
H -6.468 0.622 0.710 0.3 0.1 -0.1
C 3.670 -2.489 1.228 -0.3 0.0 -0.1
H 2.198 0.997 -1.346 0.2 0.1 0.0
F 1.657 4.642 0.055 0.7 0.6 -0.5
C -0.325 1.528 2.149 -0.1 0.4 -0.4
C -4.393 -1.047 0.021 0.2 -0.4 0.1
H 1.769 -2.448 0.246 0.3 0.2 0.2
C -2.519 0.946 1.157 0.2 0.0 0.3
H -0.049 -3.777 -3.032 0.1 0.2 0.0
H -5.513 2.129 0.763 0.0 -0.2 0.1
```
Forces are in eV/Å.

Summary:
Net charge: 0
Largest force on an atom, eV/Å: 3.00
Orbital gap, hartree: 0.1432

Atom charges from the natural (NBO) analysis, given in e for atoms 1 to 4: -0.31 0.27 0.97 -0.11


2.
DFT (ωB97M-V with the def2-TZVPD basis set) results for one molecule with the formula C6H10O.

The geometry in XYZ format:
```
17
Properties=species:S:1:pos:R:3:forces:R:3
H -1.997 -0.655 -1.937 0.0 0.0 0.2
H -2.455 0.541 0.905 0.1 0.0 -0.2
C 0.290 0.393 0.505 -0.1 0.0 0.0
C 2.543 -0.678 0.979 -0.1 0.0 0.3
H -2.872 1.358 -0.674 0.1 -0.1 0.1
H 2.078 0.463 -0.750 0.0 -0.1 0.1
C 1.558 -0.228 -0.070 0.0 0.0 0.0
H -0.478 1.258 -1.373 -0.1 -0.1 0.1
O 2.334 -0.647 2.169 0.1 0.0 -0.5
H 3.508 -1.067 0.588 -0.1 0.0 0.1
C -0.773 0.609 -0.549 0.1 0.1 0.0
H 0.539 1.341 0.999 0.0 -0.1 -0.1
H -1.578 -1.457 -0.350 0.0 0.2 -0.1
H 1.315 -1.109 -0.685 0.1 0.1 0.1
C -2.218 0.668 -0.149 -0.1 0.1 0.1
C -1.695 -0.525 -0.901 0.0 -0.2 -0.1
H -0.099 -0.264 1.293 0.0 0.1 -0.1
```
Forces are in eV/Å.

Summary:
Net charge: 0
Largest force on an atom, eV/Å: 0.50
Energy above the lowest of the compared OMol25 structures with the same formula, charge and spin, kJ/mol: 65.7
Orbital gap, hartree: 0.3985

Atom charges from the natural (NBO) analysis, given in e for atoms 1 to 4: 0.22 0.21 -0.40 0.45